Record 1
The following is a DFT calculation (ωB97M-V with the def2-TZVPD basis set) of a cluster of 6 separate species, C18H45N2O5 in total.

Atoms and positions in Å:
C: -3.982 0.324 -1.466
C: -2.723 -0.500 -1.739
C: -2.850 -1.121 -3.135
C: -1.417 0.331 -1.718
C: -1.463 1.606 -0.914
N: -1.484 1.355 0.544
C: -1.059 0.246 1.246
C: -1.290 0.499 2.559
N: -1.855 1.744 2.641
C: -1.964 2.242 1.405
H: -4.013 1.257 -2.019
H: -4.162 0.491 -0.404
H: -4.834 -0.255 -1.813
H: -2.689 -1.310 -1.013
H: -1.884 -1.446 -3.501
H: -3.228 -0.374 -3.826
H: -3.556 -1.946 -3.113
H: -0.624 -0.306 -1.332
H: -1.125 0.566 -2.738
H: -0.572 2.191 -1.133
H: -2.309 2.231 -1.163
H: -0.623 -0.618 0.793
H: -1.091 -0.121 3.409
H: -2.130 2.209 3.491
H: -2.362 3.207 1.166
C: 2.703 -1.314 3.787
C: 2.659 -0.066 4.648
O: 1.968 0.994 3.975
H: 3.202 -1.106 2.841
H: 3.232 -2.123 4.289
H: 1.694 -1.661 3.553
H: 3.661 0.297 4.859
H: 2.162 -0.269 5.602
H: 1.078 0.680 3.803
C: 1.544 -1.230 -5.927
C: 0.075 -1.549 -5.726
O: -0.689 -0.376 -5.433
H: 1.955 -0.749 -5.039
H: 2.117 -2.135 -6.132
H: 1.679 -0.543 -6.765
H: -0.057 -2.223 -4.881
H: -0.337 -2.036 -6.614
H: -0.596 0.224 -6.180
C: 4.358 -4.202 0.878
C: 2.890 -4.544 1.039
O: 2.121 -3.402 1.428
H: 4.759 -3.799 1.809
H: 4.937 -5.083 0.602
H: 4.497 -3.443 0.104
H: 2.752 -5.287 1.822
H: 2.486 -4.954 0.107
H: 2.223 -2.739 0.740
C: 5.970 2.030 5.468
C: 7.114 2.128 6.462
O: 8.380 1.982 5.828
H: 6.006 1.073 4.943
H: 5.005 2.122 5.970
H: 6.044 2.817 4.714
H: 7.046 1.330 7.200
H: 7.078 3.085 6.993
H: 8.472 2.689 5.182
C: -8.056 2.188 -3.903
C: -6.851 2.362 -2.999
O: -5.625 2.127 -3.696
H: -8.070 1.184 -4.327
H: -8.984 2.350 -3.354
H: -8.020 2.896 -4.733
H: -6.880 1.643 -2.181
H: -6.837 3.368 -2.567
H: -5.576 2.761 -4.419

Forces on the atoms, in the same order (eV/Å):
C -0.12 -0.47 0.15
C -0.21 0.36 -0.64
C -0.09 0.02 0.43
C -0.50 -0.48 0.42
C 0.86 -0.07 -0.27
N -0.44 0.35 0.22
C -0.10 0.37 0.21
C 0.14 -0.27 -0.20
N 0.10 -0.05 -0.47
C 0.12 -0.26 0.41
H 0.01 0.13 -0.09
H 0.12 0.25 0.15
H -0.19 -0.03 -0.04
H 0.20 -0.02 0.21
H 0.07 -0.26 -0.13
H 0.02 0.13 -0.18
H -0.01 -0.17 -0.10
H 0.31 0.01 -0.10
H -0.04 0.24 -0.14
H 0.16 0.06 0.16
H -0.30 -0.02 0.09
H 0.03 -0.13 -0.17
H -0.08 -0.06 0.22
H -0.06 0.11 0.04
H -0.09 0.14 -0.13
C 0.01 0.15 0.04
C -0.20 -0.20 -0.10
O 0.12 0.16 0.05
H 0.06 -0.01 0.02
H -0.03 -0.04 -0.01
H 0.01 -0.09 0.05
H -0.02 0.11 -0.03
H 0.10 -0.03 0.05
H -0.01 -0.04 -0.04
C -0.03 0.06 0.07
C 0.07 0.18 -0.18
O 0.10 -0.05 0.10
H 0.00 -0.04 0.02
H 0.00 0.00 -0.02
H 0.01 -0.05 -0.05
H -0.07 0.01 0.02
H 0.02 -0.09 0.04
H -0.03 0.02 0.00
C -0.04 0.08 0.07
C 0.08 0.13 -0.14
O -0.11 -0.06 0.02
H 0.00 -0.05 0.02
H 0.00 0.00 -0.02
H 0.01 -0.05 -0.05
H -0.07 0.02 0.03
H 0.02 -0.09 0.03
H 0.08 0.00 -0.01
C 0.03 -0.05 -0.02
C 0.07 0.16 -0.20
O -0.08 -0.12 0.07
H 0.01 -0.02 0.04
H 0.00 0.03 -0.01
H -0.05 0.05 0.04
H 0.07 -0.01 0.02
H -0.09 -0.04 0.07
H 0.05 0.01 0.00
C 0.06 -0.06 -0.04
C -0.02 0.12 -0.21
O 0.03 0.00 0.14
H -0.01 -0.02 0.04
H 0.00 0.02 -0.01
H -0.04 0.05 0.04
H 0.07 -0.02 0.01
H -0.06 -0.03 0.07
H 0.00 -0.03 -0.05

Output
- total charge = +1
- energy (eV) = -32606.385
- Kohn-Sham gap (Eh) = 0.32658

=====

Record 2
The following is a DFT calculation (ωB97M-V with the def2-TZVPD basis set) of a structure of composition C3H14NOSSn.

Atoms and positions in Å:
C: -0.790 1.291 -2.755
Sn: 0.449 0.727 0.447
N: 0.922 -1.442 -0.878
H: -0.872 1.467 1.337
H: -0.020 1.585 -2.008
H: -1.404 2.168 -2.992
H: -1.439 0.505 -2.350
H: -0.315 0.940 -3.680
H: 0.484 -2.258 -0.439
H: 1.925 -1.628 -0.972
H: 0.534 -1.329 -1.821
C: 0.444 -0.392 3.834
S: 0.208 -1.113 2.195
C: 1.599 -2.281 2.179
O: -1.084 -1.823 2.141
H: 1.499 -0.114 3.990
H: 0.147 -1.160 4.569
H: -0.204 0.492 3.908
H: 1.968 -2.383 3.209
H: 1.264 -3.258 1.805
H: 2.376 -1.861 1.529

Forces on the atoms, in the same order (eV/Å):
C 0.08 0.13 0.14
Sn 1.55 1.40 -0.45
N -0.64 -0.45 -0.05
H -0.71 -0.51 -0.13
H -0.35 -0.09 -0.64
H 0.15 -0.23 0.15
H 0.07 0.13 -0.09
H -0.01 0.07 0.36
H 0.14 0.11 -0.53
H -0.41 0.23 0.05
H 0.16 -0.21 0.32
C 0.02 0.09 0.07
S -0.28 -0.97 1.46
C 0.12 0.06 0.14
O 0.55 0.20 -0.20
H -0.37 -0.08 -0.19
H 0.04 0.28 -0.36
H 0.15 -0.34 0.00
H -0.08 -0.06 -0.41
H -0.08 0.40 0.08
H -0.09 -0.15 0.26

Output
- total charge = +1
- energy (eV) = -23533.546
- Kohn-Sham gap (Eh) = 0.27809

=====

Record 3
The following is a DFT calculation (ωB97M-V with the def2-TZVPD basis set) of a cluster of 2 separate species, CH4O3 in total.

Atoms and positions in Å:
O: 2.000 0.321 0.731
H: -0.080 0.395 0.083
H: 1.867 -0.371 0.080
H: 2.764 0.813 0.400
O: -0.617 0.210 -0.738
C: -1.697 -0.281 -0.318
O: -1.850 -0.519 0.879
H: -2.387 -0.568 -1.116

Forces on the atoms, in the same order (eV/Å):
O -0.74 0.09 -0.25
H 1.19 0.55 -0.63
H 0.55 -0.39 -0.09
H -0.11 0.08 0.13
O 0.96 0.72 0.98
C -0.15 -0.62 -1.82
O -0.94 -0.31 1.28
H -0.76 -0.12 0.39

Output
- total charge = +1
- multiplicity = 2
- energy (eV) = -7233.353
- <S²> = 0.76
- Kohn-Sham gap (alpha / beta) (Eh) = 0.37858 / 0.19232